[1]
The following is a quantum chemistry calculation of 2 unconnected molecules or ions with the total composition C3H4NS3 at a distorted geometry, from the Open Molecules 2025 dataset.

```
11
Properties=species:S:1:pos:R:3:nbo_charge:R:1
C -3.02990 -0.43772 -0.60797 -0.101
C -3.17062 0.66399 1.61354 0.327
C 1.17339 -1.13613 -0.50948 -0.728
N -3.08303 -0.08237 0.69848 -0.456
S -3.59901 0.56595 -1.81486 -0.150
S -3.41050 1.41732 3.01090 -0.124
S -0.29159 -0.08124 -0.08216 -0.538
H 1.01503 -2.24905 -0.17665 0.171
H 1.41619 -1.22506 -1.52913 0.173
H 2.06183 -0.67993 -0.09999 0.189
H -2.62077 -1.47410 -0.77324 0.235
```

Results
Energy above the lowest of the compared OMol25 structures with the same formula, charge and spin: 30.7 kcal/mol
Total charge: -1
Orbital gap (spin up / spin down): 5.9 / 5.9 eV
E_LUMO (spin up / spin down): 2.7 / 2.7 eV

[2]
The following is a quantum chemistry calculation of a molecular structure, C3H4NdO3 at a distorted geometry, from the Open Molecules 2025 dataset.

```
11
Properties=species:S:1:pos:R:3:lowdin_spin:R:1
O 0.84107 -1.27156 -1.49030 -0.003
C 1.25291 -2.40084 -1.12691 0.000
C 2.22720 -3.24194 -1.48355 -0.004
H 0.27145 -2.72184 -0.00044 0.000
H 3.20161 -3.16964 -0.99962 0.000
H 2.09374 -3.91757 -2.34269 0.000
O -0.84815 -1.09930 1.60201 -0.013
C -1.15527 -2.23126 0.99601 0.001
O -2.17125 -2.05037 0.17136 -0.013
Nd -1.54427 0.28389 -0.31109 4.034
H -1.35908 -3.04611 1.72494 0.000
```

Results
<S²>: 6.0041
Multiplicity: 5
Energy above the lowest of the compared OMol25 structures with the same formula, charge and spin: 91.6 kcal/mol
Total charge: 0
Orbital gap (spin up / spin down): 4.4 / 4.4 eV
E_LUMO (spin up / spin down): -1.5 / -1.5 eV

[3]
The following is a quantum chemistry calculation of 2 unconnected molecules or ions with the total composition C3H4O at a distorted geometry, from the Open Molecules 2025 dataset.

```
8
Properties=species:S:1:pos:R:3:nbo_charge:R:1
C 1.09826 0.68494 -0.47196 -0.173
C 1.25119 -0.54992 0.04886 -0.171
C 0.44040 0.41425 0.75937 -0.117
O -2.04403 -0.06270 0.09443 -0.936
H 1.21796 1.39901 -1.23756 0.234
H 1.49364 -1.56939 -0.21274 0.240
H -2.38236 -0.11723 0.93492 0.470
H -1.07507 -0.19896 0.08468 0.454
```

Results
SMILES string: C1=CC=1.O
Energy above the lowest of the compared OMol25 structures with the same formula, charge and spin: 87.0 kcal/mol
Total charge: 0
Orbital gap: 10.0 eV
E_LUMO: 0.5 eV